Record 1
104
Properties=species:S:1:pos:R:3 method="wB97M-V/def2-TZVPD" e_tot_ha=-1776.82650 homo_energy_ev=-9.6 charge=+1 homo_lumo_gap_ev=7.035
Y -17.004 13.795 -9.304
C -20.913 13.858 -10.642
C -20.325 15.181 -10.296
C -21.268 15.984 -9.426
O -19.021 15.044 -9.902
H -20.289 13.314 -11.351
H -21.838 13.942 -11.213
H -21.033 13.147 -9.824
H -20.478 15.753 -11.210
H -20.779 16.788 -8.876
H -21.645 15.441 -8.560
H -22.203 16.227 -9.932
C -19.434 10.497 -7.420
C -18.564 10.456 -8.623
C -19.284 9.807 -9.794
O -18.023 11.707 -8.964
H -19.134 10.995 -6.498
H -19.773 9.476 -7.246
H -20.327 11.009 -7.777
H -17.668 9.861 -8.447
H -18.629 9.388 -10.558
H -20.007 10.525 -10.181
H -19.959 8.992 -9.529
C -17.678 10.799 -13.110
C -16.703 11.716 -12.231
C -15.622 12.239 -13.208
O -14.563 13.024 -12.698
C -13.256 12.881 -13.237
N -17.412 12.836 -11.603
H -18.166 11.296 -13.948
H -18.505 10.408 -12.518
H -17.278 9.829 -13.406
H -16.243 11.220 -11.376
H -16.081 12.808 -14.017
H -15.193 11.388 -13.735
H -12.435 13.398 -12.741
H -13.364 13.457 -14.156
H -12.909 11.873 -13.466
H -18.257 12.493 -11.170
H -17.793 13.469 -12.291
C -13.330 10.908 -10.260
C -14.489 11.551 -9.499
C -14.308 11.742 -7.949
O -15.593 12.159 -7.435
C -15.891 11.536 -6.121
N -14.895 12.841 -10.047
H -12.467 11.303 -9.724
H -13.246 11.018 -11.342
H -13.288 9.855 -9.984
H -15.300 10.823 -9.543
H -13.576 12.531 -7.770
H -13.846 11.026 -7.269
H -15.881 10.448 -6.059
H -16.908 11.892 -5.955
H -15.208 11.693 -5.286
H -14.971 12.868 -11.053
H -14.133 13.493 -9.926
C -15.421 16.257 -5.700
C -16.179 15.195 -6.518
C -17.720 15.294 -6.376
O -18.248 14.280 -7.257
C -19.581 13.944 -6.922
N -15.677 15.068 -7.852
H -15.282 15.988 -4.652
H -15.920 17.224 -5.764
H -14.406 16.370 -6.079
H -16.052 14.236 -6.015
H -18.092 16.212 -6.831
H -17.932 15.267 -5.307
H -19.948 13.142 -7.563
H -20.378 14.687 -6.884
H -19.568 13.576 -5.896
H -15.496 16.035 -8.079
H -14.790 14.643 -7.621
C -19.114 9.210 -1.774
C -18.238 9.604 -2.962
C -18.395 11.145 -3.113
C -17.680 12.083 -2.110
C -16.173 11.848 -2.286
C -15.836 10.336 -2.052
N -16.743 9.434 -2.694
O -16.346 8.115 -2.861
C -14.416 10.162 -2.491
C -15.882 10.007 -0.563
C -18.714 8.908 -4.237
H -19.793 8.398 -2.033
H -19.686 10.039 -1.356
H -18.534 8.634 -1.054
H -18.183 11.424 -4.145
H -19.442 11.446 -3.142
H -18.108 11.924 -1.121
H -17.981 13.116 -2.285
H -15.433 12.519 -1.848
H -16.042 11.970 -3.362
H -14.253 10.068 -3.564
H -13.718 10.926 -2.148
H -13.831 9.293 -2.190
H -15.703 8.946 -0.394
H -15.062 10.594 -0.149
H -16.743 10.358 0.006
H -18.228 9.285 -5.137
H -19.797 9.037 -4.229
H -18.449 7.852 -4.280
H -16.267 7.822 -1.950


Record 2
123
Properties=species:S:1:pos:R:3 method="wB97M-V/def2-TZVPD" smiles="C[C@H](Br)C[Si@@H](CCCCCN)N=C=O.CCOS(C)(=O)=O.CCOS(C)(=O)=O.CCOS(C)(=O)=O.CCOS(C)(=O)=O.CCOS(C)(=O)=O.CCOS(C)(=O)=O" e_tot_ha=-7860.66202 homo_energy_ev=-8.9 homo_lumo_gap_ev=9.288
C 2.355 -0.789 4.270
C 1.109 -1.663 4.145
Br -0.427 -0.787 5.013
C 1.281 -3.085 4.719
Si 0.747 -4.421 3.539
C -1.053 -4.392 3.100
C -1.934 -4.540 4.349
C -3.460 -4.528 4.119
C -4.006 -3.558 3.071
C -4.105 -2.103 3.526
N -5.035 -1.924 4.647
N 1.679 -4.206 2.046
C 2.881 -4.129 2.035
O 4.042 -4.070 2.016
H 2.513 -0.198 3.365
H 3.237 -1.412 4.432
H 2.283 -0.095 5.109
H 0.789 -1.691 3.101
H 2.336 -3.246 4.971
H 0.714 -3.220 5.646
H 1.112 -5.734 4.129
H -1.237 -5.221 2.404
H -1.257 -3.451 2.575
H -1.699 -5.503 4.820
H -1.664 -3.776 5.088
H -3.791 -5.542 3.871
H -3.920 -4.289 5.086
H -5.011 -3.883 2.773
H -3.401 -3.592 2.159
H -4.463 -1.511 2.673
H -3.108 -1.722 3.788
H -5.328 -2.808 5.040
H -4.632 -1.377 5.396
C 8.077 -0.060 8.225
C 7.573 0.592 6.957
O 7.554 -0.316 5.826
S 6.378 -1.378 5.769
C 6.567 -1.858 4.093
O 5.133 -0.688 5.955
O 6.677 -2.484 6.627
H 7.386 -0.819 8.586
H 8.190 0.703 8.995
H 9.043 -0.534 8.053
H 6.574 1.011 7.080
H 8.238 1.389 6.630
H 6.357 -1.004 3.456
H 5.850 -2.659 3.919
H 7.582 -2.212 3.937
C -7.988 0.320 2.528
C -8.739 0.172 1.225
O -8.069 0.814 0.104
S -6.837 0.064 -0.548
C -6.733 1.009 -2.019
O -7.219 -1.283 -0.862
O -5.658 0.271 0.239
H -7.050 -0.229 2.539
H -8.612 -0.063 3.337
H -7.769 1.370 2.723
H -8.914 -0.873 0.966
H -9.701 0.678 1.259
H -7.637 0.859 -2.603
H -5.862 0.642 -2.559
H -6.594 2.057 -1.766
C -4.266 2.080 -7.814
C -5.139 0.861 -7.996
O -4.930 -0.147 -6.965
S -5.574 0.117 -5.548
C -5.404 -1.509 -4.902
O -6.962 0.436 -5.717
O -4.755 1.014 -4.789
H -4.541 2.642 -6.923
H -4.373 2.736 -8.677
H -3.217 1.798 -7.723
H -6.199 1.113 -8.016
H -4.900 0.332 -8.915
H -6.016 -2.186 -5.492
H -5.754 -1.479 -3.872
H -4.354 -1.788 -4.939
C 11.970 0.460 1.153
C 10.668 0.202 0.429
O 10.498 -1.193 0.056
S 10.088 -2.205 1.202
C 9.607 -3.543 0.171
O 8.947 -1.675 1.892
O 11.237 -2.577 1.966
H 11.986 -0.015 2.132
H 12.093 1.535 1.286
H 12.811 0.079 0.576
H 9.803 0.507 1.018
H 10.632 0.723 -0.524
H 8.745 -3.241 -0.417
H 9.353 -4.366 0.836
H 10.448 -3.810 -0.462
C -3.105 1.976 0.862
C -1.966 1.145 1.398
O -0.788 1.160 0.541
S 0.137 2.439 0.593
C 1.515 1.751 -0.257
O 0.487 2.708 1.956
O -0.423 3.492 -0.197
H -2.876 3.041 0.871
H -3.987 1.796 1.477
H -3.337 1.685 -0.161
H -1.664 1.447 2.402
H -2.240 0.094 1.433
H 1.926 0.940 0.338
H 2.240 2.555 -0.368
H 1.182 1.401 -1.230
C -1.618 7.371 -8.047
C -2.062 7.618 -9.470
O -1.696 6.536 -10.371
S -2.564 5.214 -10.304
C -2.001 4.494 -11.805
O -3.950 5.559 -10.410
O -2.137 4.407 -9.202
H -2.158 6.541 -7.595
H -1.806 8.269 -7.457
H -0.553 7.145 -8.011
H -3.139 7.775 -9.544
H -1.563 8.483 -9.900
H -2.312 5.122 -12.634
H -2.466 3.513 -11.867
H -0.920 4.401 -11.760


Record 3
102
Properties=species:S:1:pos:R:3 method="wB97M-V/def2-TZVPD" e_tot_ha=-1650.12296 homo_energy_ev="0.7 / -6.3" charge=-1 s2=0.75 multiplicity=2 homo_lumo_gap_ev="1.404 / 8.367" de_lowest_ev=3.056
C 2.055 2.439 3.544
C 1.790 3.143 2.197
C 1.830 4.606 2.146
O 2.584 2.580 1.155
H 1.639 2.989 4.388
H 3.123 2.533 3.737
H 1.569 1.463 3.582
H 0.765 2.984 1.863
H 2.645 4.816 2.840
H 0.936 4.956 2.661
H 1.964 5.044 1.157
H 3.524 2.669 1.332
C -0.210 -1.282 2.147
C 0.825 -1.568 1.123
C 0.286 -2.060 -0.168
O 1.500 -0.386 0.863
H -0.853 -2.128 2.389
H -0.870 -0.490 1.793
H 0.396 -0.988 3.005
H 1.554 -2.295 1.481
H 0.207 -3.146 -0.101
H 0.948 -1.960 -1.028
H -0.740 -1.770 -0.395
H 1.834 -0.039 1.694
C 0.213 -2.407 -4.470
C -0.880 -3.479 -4.170
C -2.078 -2.886 -3.273
O -1.418 -4.091 -5.290
H -0.291 -1.541 -4.898
H 1.018 -2.741 -5.124
H 0.659 -2.002 -3.561
H -0.463 -4.379 -3.717
H -1.708 -2.361 -2.392
H -2.832 -3.602 -2.948
H -2.544 -2.136 -3.912
H -0.762 -4.476 -5.875
C -1.789 -5.734 -1.117
C -2.049 -7.277 -1.231
C -0.776 -8.130 -1.581
O -2.743 -7.632 -0.059
H -2.750 -5.222 -1.059
H -1.103 -5.331 -1.863
H -1.226 -5.511 -0.211
H -2.754 -7.521 -2.026
H 0.128 -7.580 -1.319
H -0.790 -8.407 -2.635
H -0.733 -8.994 -0.919
H -3.510 -7.057 -0.100
C 5.878 0.637 -1.180
C 5.891 0.709 0.398
C 4.804 -0.117 1.128
O 7.067 0.181 0.759
H 6.657 1.294 -1.569
H 4.903 0.842 -1.623
H 5.863 -0.403 -1.506
H 5.735 1.746 0.693
H 3.973 -0.140 0.423
H 4.551 0.390 2.059
H 4.990 -1.191 1.127
H 7.331 0.633 1.564
C -2.045 0.450 6.288
C -1.108 1.374 5.496
C -1.712 2.178 4.373
O -0.693 2.286 6.407
H -1.619 0.018 7.194
H -2.283 -0.453 5.726
H -2.905 1.027 6.628
H -0.168 0.914 5.192
H -1.022 2.880 3.905
H -2.568 2.803 4.626
H -1.972 1.479 3.578
H -1.482 2.833 6.434
C -3.186 1.126 -0.039
C -2.569 2.312 -0.761
C -1.574 2.943 0.248
C -0.632 4.010 -0.490
C 0.156 3.299 -1.566
C -0.710 2.447 -2.579
N -1.792 1.683 -1.884
O -2.617 0.923 -2.781
C -1.277 3.398 -3.640
C 0.210 1.335 -3.130
C -3.576 3.299 -1.144
H -3.871 0.433 -0.528
H -3.512 1.527 0.920
H -2.391 0.421 0.207
H -2.084 3.442 1.072
H -0.932 2.170 0.669
H 0.087 4.395 0.234
H -1.087 4.907 -0.911
H 0.961 2.707 -1.129
H 0.617 4.080 -2.170
H -1.935 2.870 -4.330
H -1.627 4.347 -3.233
H -0.478 3.802 -4.262
H -0.099 1.140 -4.157
H 1.215 1.749 -3.208
H 0.345 0.401 -2.584
H -4.456 2.809 -1.561
H -3.275 3.896 -2.005
H -3.901 4.063 -0.437
H -2.196 0.081 -2.594


Record 4
124
Properties=species:S:1:pos:R:3 method="wB97M-V/def2-TZVPD" e_tot_ha=-4119.50983 homo_energy_ev="-11.7 / -11.9" charge=+2 s2=8.75 multiplicity=6 homo_lumo_gap_ev="7.237 / 7.476"
Mn -0.112 0.838 2.420
N -1.925 -0.842 4.540
O -2.235 -0.832 5.709
O -1.319 0.146 4.026
O -2.161 -1.841 3.798
N 2.098 -0.245 4.536
O 1.380 0.136 5.423
O 3.176 -0.823 4.752
O 1.689 -0.112 3.313
N -2.793 2.510 1.403
O -3.559 1.663 0.885
O -3.122 3.685 1.515
O -1.661 2.136 1.814
B -0.237 -0.622 0.577
H 0.970 -0.580 0.622
H -0.545 -1.544 -0.126
H -0.646 -0.825 1.664
H -0.665 0.434 0.201
C 7.064 3.021 -1.700
C 6.369 3.578 -0.464
N 5.839 2.526 0.385
C 4.714 1.783 0.095
C 4.430 1.055 1.192
N 5.410 1.313 2.104
C 6.235 2.203 1.601
C 5.503 0.709 3.425
H 6.413 2.433 -2.356
H 7.895 2.364 -1.449
H 7.380 3.842 -2.344
H 5.606 4.288 -0.779
H 7.102 4.168 0.084
H 4.225 1.916 -0.850
H 3.643 0.331 1.324
H 7.132 2.559 2.078
H 5.329 -0.361 3.393
H 4.750 1.159 4.068
H 6.496 0.921 3.816
C 3.077 -3.158 0.342
C 2.510 -2.865 1.719
N 1.269 -3.610 2.016
C 0.370 -4.140 1.118
C -0.641 -4.687 1.823
N -0.354 -4.461 3.150
C 0.768 -3.782 3.230
C -1.209 -4.801 4.279
H 3.252 -4.216 0.142
H 4.054 -2.677 0.281
H 2.445 -2.736 -0.442
H 2.275 -1.819 1.851
H 3.210 -3.232 2.469
H 0.603 -4.099 0.071
H -1.542 -5.192 1.530
H 1.202 -3.397 4.140
H -1.848 -5.638 4.030
H -1.798 -3.909 4.523
H -0.666 -4.980 5.204
C -2.048 4.761 -1.159
N -0.677 4.367 -1.607
C -0.692 4.493 -3.124
C 0.375 5.305 -1.163
C -0.454 2.905 -1.250
C 0.928 2.395 -1.587
O 0.973 2.110 -2.993
H -2.097 4.797 -0.069
H -2.750 4.014 -1.513
H -2.213 5.771 -1.523
H 0.339 4.523 -3.452
H -1.207 5.418 -3.362
H -1.201 3.640 -3.560
H 1.364 5.022 -1.485
H 0.266 5.429 -0.082
H 0.084 6.311 -1.473
H -1.177 2.291 -1.771
H -0.457 2.958 -0.157
H 0.994 1.441 -1.054
H 1.720 3.028 -1.188
H 1.820 1.708 -3.208
C -0.399 -1.098 -6.615
N -0.284 -1.776 -5.286
C -1.172 -3.009 -5.385
C 1.101 -2.274 -5.101
C -0.789 -0.825 -4.215
C -0.775 -1.395 -2.824
O 0.512 -1.371 -2.293
H -1.430 -0.785 -6.749
H -0.077 -1.808 -7.369
H 0.249 -0.224 -6.628
H -1.054 -3.405 -6.387
H -2.191 -2.655 -5.244
H -0.893 -3.713 -4.611
H 1.370 -2.961 -5.899
H 1.191 -2.777 -4.144
H 1.747 -1.397 -5.134
H -1.762 -0.487 -4.562
H -0.075 -0.002 -4.298
H -1.315 -2.347 -2.739
H -1.420 -0.676 -2.287
H 0.432 -1.388 -1.305
C -4.830 -0.809 -0.719
N -5.037 -1.482 0.595
C -5.639 -2.810 0.271
C -3.747 -1.690 1.294
C -5.969 -0.639 1.414
C -6.048 -0.964 2.901
O -6.345 -2.336 3.144
H -4.603 0.248 -0.610
H -5.824 -0.802 -1.176
H -4.164 -1.425 -1.313
H -6.571 -2.695 -0.277
H -5.837 -3.336 1.196
H -4.926 -3.351 -0.348
H -3.389 -0.696 1.573
H -3.041 -2.213 0.658
H -3.889 -2.196 2.245
H -6.965 -0.592 0.966
H -5.623 0.393 1.291
H -6.786 -0.295 3.346
H -5.081 -0.787 3.368
H -7.254 -2.485 2.858
B 1.624 3.032 2.201
F 1.068 4.184 1.648
F 1.398 1.954 1.312
F 2.956 3.163 2.514
F 0.820 2.630 3.333